{"formula": "C7H19FNO8P2S", "method": "ωB97M-V/def2-TZVPD", "e_tot_ev": -57563.9115, "e_homo_ev": -4.951, "charge": -1, "lumo_energy_ev": 2.3045, "max_force_ha_per_bohr": 0.030, "elements": ["S", "P", "P", "F", "O", "O", "O", "O", "O", "O", "O", "O", "N", "C", "C", "C", "C", "C", "C", "C", "H", "H", "H", "H", "H", "H", "H", "H", "H", "H", "H", "H", "H", "H", "H", "H", "H", "H", "H"], "coordinates": [[3.23599, -0.45671, -1.62296], [0.53195, -1.16224, -3.76150], [0.59085, 1.88149, -0.73803], [3.84288, 0.09074, -0.30232], [1.79336, -1.25303, -4.50431], [-1.54358, 1.51979, 3.32316], [1.26971, 0.30246, -0.13820], [-0.33524, -2.78779, 1.14884], [3.85307, -1.71678, -1.83223], [0.48105, 1.12352, -2.35803], [-0.63341, 3.47574, 3.51676], [3.42607, 0.54221, -2.58916], [-1.57666, 2.73773, 3.32327], [-0.08717, -2.59991, -0.22441], [-2.90381, 3.35760, 3.05414], [-0.56765, -1.65392, 1.96677], [1.30893, -2.08501, -0.59314], [-1.83072, -0.90844, 1.63921], [1.41621, -0.66199, -1.07215], [0.47179, -0.23690, -2.19638], [-0.17576, -3.59030, -0.65234], [0.76184, 2.38258, 0.58835], [-0.56428, -0.44435, -1.87396], [0.27377, -0.97151, 2.00745], [2.00064, -2.27907, 0.21361], [-2.78876, 4.43411, 3.08027], [-3.22527, 3.01984, 2.07359], [-0.50118, -0.60444, -4.53768], [-1.66063, -0.35190, 0.72416], [-0.85377, -2.00647, -0.70879], [-3.58589, 3.01294, 3.82513], [0.05145, -2.43723, -3.38068], [-0.76297, 1.43862, -0.47821], [1.93977, 2.25051, -1.05507], [-2.65638, -1.58139, 1.43417], [-0.66479, -2.06282, 2.96681], [1.66277, -2.69014, -1.42011], [-2.09035, -0.17162, 2.39475], [0.09619, 3.14408, -1.24079]], "forces_ev_per_a": [[-0.897, -0.837, -0.734], [0.295, 0.188, 0.039], [0.640, 1.355, -0.114], [0.282, 0.199, 0.840], [0.701, -0.162, -0.505], [0.129, 0.720, 0.349], [-0.725, -0.355, 0.750], [0.102, -0.181, 0.060], [0.531, -1.107, 0.196], [0.494, 0.217, -0.051], [-0.214, -0.204, 0.036], [0.148, 1.362, -0.764], [0.169, -0.135, -0.068], [0.208, 0.083, 0.056], [0.031, 0.155, -0.060], [-0.220, -0.143, 0.627], [-0.346, -0.357, -0.331], [-0.003, 0.290, -0.810], [0.694, 1.176, 0.411], [-1.026, -0.117, -0.870], [-0.074, -0.335, -0.004], [-0.266, -0.011, 0.189], [-0.041, -0.786, 0.382], [0.352, 0.173, -0.362], [0.173, 0.096, 0.360], [0.052, 0.012, 0.001], [-0.001, -0.081, 0.017], [-0.327, -0.014, 0.285], [-0.072, 0.318, -0.273], [-0.324, 0.284, 0.094], [-0.005, -0.085, -0.034], [-0.342, 0.083, 0.094], [0.058, -0.385, -0.033], [-0.082, -0.036, -0.021], [-0.214, -0.269, 0.232], [0.072, -0.270, 0.235], [0.146, -0.275, -0.167], [-0.015, -0.415, -0.043], [-0.082, -0.150, -0.007]]}